Entry w
DFT (ωB97M-V/def2-TZVPD) results for a molecular structure, C5H12NO2.

Summary:
Charge   -1
E_LUMO   2.930 eV
HOMO-LUMO gap   6.7 eV

Structure (XYZ):
```
20
Properties=species:S:1:pos:R:3:mulliken_charge:R:1
C -1.2285 0.9974 -0.1890 -0.308
O -2.5825 1.1272 -0.2286 -0.730
C -0.8100 -0.4658 -0.5979 -0.595
C 0.6066 -1.0195 -0.2963 -0.506
C 1.7631 -0.2975 -0.8783 -0.345
C 2.4541 0.6162 -0.0646 -0.575
N 3.1519 0.6431 1.2496 -0.613
H -0.6602 1.6546 -0.8830 0.267
H -0.7975 1.1802 0.8198 0.134
H -1.5104 -1.0725 -0.0222 0.438
H -1.0403 -0.5641 -1.6651 0.180
H 0.4729 -2.1034 -0.4665 0.380
H 0.7364 -0.8821 0.7946 0.209
H 2.3304 -0.5619 -1.7662 0.360
H 2.8048 1.4024 -0.7392 0.302
H 1.9847 0.8879 1.0655 0.443
H 3.3374 -0.2970 1.5998 0.258
H -4.3055 -0.5244 1.3011 0.196
H -3.1443 0.1356 0.2011 0.414
O -3.5631 -0.8566 0.7654 -0.911
```

Entry x
DFT (ωB97M-V/def2-TZVPD) results for 2 unconnected molecules or ions with the total composition C5H12NO2.

Summary:
Charge   -1
E_LUMO   3.613 eV
HOMO-LUMO gap   6.5 eV

Structure (XYZ):
```
20
Properties=species:S:1:pos:R:3:mulliken_charge:R:1
C 1.1876 -1.2425 -0.0540 -0.400
O 0.2439 -2.1809 -0.1464 -0.924
C 0.7103 0.1879 -0.5139 -0.552
C -0.1675 0.7574 0.5954 -0.353
C -0.5361 2.2592 0.3761 -0.573
C -2.8209 2.3976 0.1578 -0.246
N -1.8300 2.5929 0.8988 -0.510
H 1.6394 -1.0506 0.9611 0.121
H 2.1059 -1.4252 -0.6894 0.214
H 0.1011 0.0136 -1.4008 0.286
H 1.5854 0.8212 -0.7090 0.368
H 0.3145 0.6633 1.5643 0.238
H -1.0690 0.1476 0.5700 0.141
H -0.5350 2.3816 -0.7131 0.336
H 0.3296 2.7958 0.7735 0.365
H -3.8366 2.4860 0.5462 0.253
H -2.7967 2.0274 -0.8691 0.264
H 1.6453 -5.1769 -0.8566 0.272
H 1.5853 -3.8226 -0.2514 0.392
O 2.1435 -4.6327 -0.2395 -0.690
```

Which of them is most stable? Easy: entry x.